Version 1
Below is a structure of composition C56H43Br4NO5P2SiW, with properties calculated with ωB97M-V with the def2-TZVPD basis set.

Cartesian coordinates (Å):
1 W 0.1699 -1.2381 0.4713
2 C -2.4317 -2.0589 -1.8816
3 Si -1.4664 -0.4899 -1.4364
4 C -1.1376 0.3797 -3.1508
5 C -1.4455 -0.1916 -4.3669
6 C -1.4039 0.4170 -5.5980
7 C -0.9434 1.7015 -5.6888
8 C -0.5313 2.3429 -4.5363
9 C -0.6128 1.7127 -3.3087
10 P 0.0890 2.4657 -1.7185
11 C 1.9308 2.0689 -1.9560
12 C 2.4794 1.6650 -3.1633
13 C 3.8393 1.4209 -3.3146
14 C 4.6859 1.5498 -2.2017
15 C 4.1665 1.9201 -0.9639
16 C 2.8004 2.2286 -0.8709
17 C 0.0081 4.3324 -1.9600
18 C -1.1434 4.9641 -1.4636
19 C -1.1995 6.3270 -1.4828
20 C -0.1969 7.1081 -2.0704
21 C 0.9700 6.5149 -2.5672
22 C 1.0130 5.1325 -2.5299
23 C -2.7503 0.7582 -0.7051
24 C -3.8160 1.1781 -1.5164
25 C -4.8497 1.9735 -1.0317
26 C -4.9484 2.2843 0.3242
27 C -3.9014 1.8802 1.0943
28 C -2.7980 1.1112 0.6406
29 P -1.4729 0.4522 1.6355
30 C -0.7902 1.9633 2.5316
31 C -0.1256 1.9025 3.7472
32 C 0.2062 3.1005 4.4325
33 C -0.0420 4.3164 3.7766
34 C -0.6076 4.3282 2.5022
35 C -0.9522 3.1616 1.8567
36 C -2.3672 -0.4810 3.0400
37 C -3.7407 -0.5701 3.1607
38 C -4.3021 -1.1560 4.2265
39 C -3.5225 -1.7688 5.1855
40 C -2.1449 -1.7382 5.1061
41 C -1.5592 -1.1629 3.9941
42 H -3.3631 -1.7750 -2.3550
43 H -2.6508 -2.6402 -0.9704
44 H -1.8813 -2.7562 -2.5410
45 H -1.7744 -1.2143 -4.3103
46 H -1.7506 -0.2221 -6.4569
47 H -0.8297 2.1694 -6.6641
48 H -0.2468 3.3755 -4.5479
49 H 1.8532 1.5754 -4.0409
50 H 4.2542 1.1487 -4.2854
51 H 5.7666 1.3407 -2.2600
52 H 4.7558 2.0292 -0.0343
53 H 2.3891 2.4624 0.0939
54 H -1.9336 4.3390 -1.0415
55 H -1.9583 6.8810 -0.9876
56 H -0.3261 8.2150 -2.1090
57 H 1.7672 7.1138 -3.0402
58 H 1.8449 4.6068 -3.0021
59 H -3.8018 0.9532 -2.5986
60 H -5.6381 2.2318 -1.7209
61 H -5.7850 2.8166 0.7573
62 H -3.8884 2.1499 2.0964
63 H 0.1209 0.9832 4.2786
64 H 0.6955 3.0904 5.3772
65 H 0.2536 5.2705 4.2001
66 H -0.7531 5.3343 2.0320
67 H -1.3021 3.1677 0.8331
68 H -4.3254 -0.1491 2.3541
69 H -5.3612 -1.2840 4.3538
70 H -3.9372 -2.2240 6.0763
71 H -1.5662 -2.2139 5.8979
72 H -0.5034 -1.2676 3.7141
73 C -2.2936 -4.0177 2.6127
74 C -1.4767 -3.5323 1.4360
75 O -1.4921 -2.2612 1.1758
76 C -0.7384 -4.4518 0.6372
77 C -0.9342 -5.8439 0.8215
78 C -0.3334 -6.8053 0.0161
79 C 0.3704 -6.4317 -1.0991
80 C 0.4889 -5.0668 -1.3744
81 C 0.0361 -4.0817 -0.4974
82 O 0.3466 -2.7985 -0.7503
83 H -3.0097 -4.7906 2.3308
84 H -2.7273 -3.1878 3.0965
85 H -1.7345 -4.6021 3.3677
86 H -1.4799 -6.1650 1.7341
87 H -0.3845 -7.8517 0.2353
88 H 0.8787 -7.1689 -1.6885
89 H 1.0455 -4.6584 -2.2513
90 Br 5.2885 -2.5893 5.1545
91 C 4.1817 -1.6655 3.9414
92 C 4.2571 -0.3138 3.7126
93 Br 5.6700 0.6949 4.5038
94 C 3.4180 0.3424 2.8633
95 Br 3.3935 2.2308 2.6725
96 C 2.3117 -0.3765 2.3133
97 O 1.4628 0.1742 1.5151
98 C 2.2230 -1.7732 2.5436
99 O 1.2480 -2.3705 1.8799
100 C 3.1939 -2.4135 3.2864
101 Br 2.9679 -4.2718 3.2063
102 O 2.0163 -0.7699 -0.6285
103 N 2.6168 -1.6814 -1.3404
104 C 3.4423 -2.6144 -0.7019
105 C 4.0300 -3.5916 -1.4756
106 C 3.8796 -3.5915 -2.8551
107 C 3.0479 -2.6088 -3.4496
108 C 2.4205 -1.6836 -2.6568
109 H 3.5430 -2.3940 0.3418
110 H 4.5185 -4.4369 -1.0170
111 H 4.2972 -4.3979 -3.3970
112 H 2.9639 -2.6010 -4.5396
113 H 1.7665 -0.8966 -3.0165

As for the LUMO energy (alpha / beta): 1.98 / 1.98 eV. The value obtained for the molar mass is 1403.45 Da. The HOMO-LUMO gap (alpha / beta) comes out at 4.5 / 6.6 eV. As for the net charge: -1. The multiplicity is 4.

***

Version 2
Below is a structure of composition C56H43Br4NO5P2SiW, with properties calculated with ωB97M-V with the def2-TZVPD basis set.

Cartesian coordinates (Å):
1 W -0.2753 0.0760 -0.6472
2 C 1.1414 -3.1036 -2.0169
3 Si 1.3222 -1.9826 -0.5322
4 C 1.1467 -3.1279 1.0701
5 C 2.0434 -4.1322 1.4080
6 C 1.8030 -4.9802 2.4873
7 C 0.5646 -4.8669 3.1472
8 C -0.3673 -3.9100 2.7633
9 C -0.0041 -3.0079 1.7544
10 P -1.0843 -1.6385 1.2508
11 C -2.5658 -2.4896 0.6920
12 C -2.4701 -3.6829 0.0254
13 C -3.6087 -4.3123 -0.4816
14 C -4.8322 -3.6829 -0.3968
15 C -4.8955 -2.4410 0.2478
16 C -3.7886 -1.8659 0.8178
17 C -1.4796 -0.7545 2.8253
18 C -1.1058 -1.2555 4.0927
19 C -1.5358 -0.6948 5.2522
20 C -2.2969 0.4876 5.2172
21 C -2.6580 1.0380 3.9844
22 C -2.2768 0.3987 2.8228
23 C 3.1501 -1.3738 -0.5665
24 C 4.2080 -2.0872 -1.1375
25 C 5.4463 -1.4733 -1.1968
26 C 5.6743 -0.2144 -0.6595
27 C 4.6297 0.5118 -0.0965
28 C 3.3694 -0.0845 -0.0815
29 P 1.9163 0.8183 0.4775
30 C 2.3507 2.5950 0.3105
31 C 3.1013 3.2356 1.2932
32 C 3.5836 4.4923 1.0642
33 C 3.3489 5.1365 -0.1798
34 C 2.6997 4.4451 -1.2032
35 C 2.1999 3.1564 -0.9638
36 C 1.9254 0.4518 2.2952
37 C 2.6377 -0.6328 2.8385
38 C 2.5947 -0.9685 4.1630
39 C 1.8375 -0.1801 5.0602
40 C 1.2457 0.9787 4.5745
41 C 1.2477 1.2651 3.2097
42 H 1.9777 -3.8273 -1.9236
43 H 1.2530 -2.4760 -2.8954
44 H 0.1920 -3.6197 -1.9578
45 H 3.0219 -4.2361 0.8981
46 H 2.5416 -5.6950 2.8166
47 H 0.4360 -5.5293 3.9792
48 H -1.2936 -3.8263 3.2907
49 H -1.5328 -4.1750 -0.1025
50 H -3.5609 -5.2503 -1.0185
51 H -5.7443 -4.1254 -0.7884
52 H -5.8799 -1.9569 0.3462
53 H -3.8815 -0.9408 1.3506
54 H -0.3972 -2.0451 4.0776
55 H -1.2011 -1.1469 6.2121
56 H -2.5495 1.0415 6.1099
57 H -3.1924 1.9816 4.0021
58 H -2.5078 0.7962 1.8291
59 H 4.0838 -3.1063 -1.4757
60 H 6.3414 -2.0405 -1.5435
61 H 6.6645 0.2175 -0.6435
62 H 4.7988 1.5044 0.2521
63 H 3.2842 2.7331 2.2176
64 H 4.1786 4.9909 1.7980
65 H 3.6855 6.1679 -0.2550
66 H 2.5928 4.9274 -2.1685
67 H 1.6141 2.6087 -1.7321
68 H 3.2625 -1.2080 2.1688
69 H 3.0897 -1.9269 4.4134
70 H 1.6848 -0.4282 6.0917
71 H 0.6816 1.5957 5.2348
72 H 0.7157 2.1498 2.8503
73 C -1.9920 -2.1140 -3.8652
74 C -2.1686 -1.3294 -2.5922
75 O -1.1382 -1.4741 -1.7476
76 C -3.2867 -0.4945 -2.3202
77 C -4.3548 -0.3586 -3.2239
78 C -5.3666 0.4789 -2.9234
79 C -5.3970 1.2755 -1.7879
80 C -4.3309 1.2570 -0.8855
81 C -3.3136 0.3447 -1.1369
82 O -2.2796 0.3063 -0.2729
83 H -1.0640 -1.7436 -4.3577
84 H -2.7971 -2.0726 -4.6003
85 H -1.7459 -3.1718 -3.6503
86 H -4.4081 -0.9559 -4.1450
87 H -6.1799 0.6446 -3.6622
88 H -6.1792 2.0110 -1.6570
89 H -4.2806 1.8826 -0.0179
90 Br -3.5696 5.9814 -2.0542
91 C -2.5478 4.7246 -1.0602
92 C -2.2858 4.8288 0.2929
93 Br -2.9226 6.3646 1.2462
94 C -1.5616 3.8439 0.9509
95 Br -1.1572 4.1665 2.8343
96 C -1.0911 2.7070 0.2605
97 O -0.4313 1.6961 0.8160
98 C -1.2713 2.6392 -1.1728
99 O -0.7331 1.6704 -1.8534
100 C -2.0078 3.6506 -1.7846
101 Br -2.0813 3.5775 -3.6445
102 O 1.0120 -0.1595 -2.3434
103 N 1.6689 0.8582 -3.1272
104 C 0.9503 1.4513 -4.1418
105 C 1.5950 2.1802 -5.1287
106 C 2.9925 2.1722 -5.1811
107 C 3.6707 1.2420 -4.3571
108 C 3.0201 0.5968 -3.3219
109 H -0.1244 1.4194 -4.0596
110 H 0.9995 2.7843 -5.7939
111 H 3.5639 2.7513 -5.8706
112 H 4.7501 1.1437 -4.4445
113 H 3.5425 -0.0746 -2.6350

As for the LUMO energy (alpha / beta): 2.20 / 2.13 eV. The value obtained for the molar mass is 1403.45 Da. The HOMO-LUMO gap (alpha / beta) comes out at 4.9 / 7.1 eV. As for the net charge: -1. The multiplicity is 4.

***

version 2 takes first place; second place is 0.636 eV up.

***

Version 1
Below is a structure of composition C46H38BrCuGeN6OS, with properties calculated with ωB97M-V with the def2-TZVPD basis set.

Cartesian coordinates (Å):
1 Cu -0.7129 0.2211 -1.1574
2 Br 5.3174 -4.1378 -1.7646
3 C 4.1210 -4.5439 -0.2874
4 C 4.0526 -3.6824 0.8241
5 C 3.1806 -3.8999 1.8455
6 C 2.1814 -4.8928 1.6727
7 C 2.3372 -5.7399 0.5813
8 C 3.1959 -5.5411 -0.4114
9 N 1.3511 -5.2915 2.7679
10 N 0.5484 -4.5545 3.3098
11 C 0.3264 -3.2903 2.7488
12 C 0.4940 -2.1967 3.5838
13 C 0.1535 -0.9237 3.1331
14 C -0.4137 -0.7695 1.8854
15 O -0.5431 0.5012 1.4075
16 C -0.6392 -1.8663 1.0462
17 N -1.3670 -1.6398 -0.1192
18 C -1.8151 -2.6814 -0.7454
19 C -1.6431 -4.0346 -0.2950
20 C -0.8883 -4.3354 0.8140
21 C -0.2512 -3.2411 1.5032
22 H 4.5944 -2.8096 0.7209
23 H 3.1904 -3.4062 2.7884
24 H 1.8004 -6.6650 0.4877
25 H 3.0662 -6.2197 -1.2882
26 H 0.9657 -2.3470 4.5010
27 H 0.4404 0.0864 3.6238
28 H -2.3337 -2.5506 -1.6996
29 H -2.0634 -4.9261 -0.8091
30 H -0.9949 -5.3406 1.2400
31 C -2.8308 -1.0453 -4.7618
32 C -1.8441 -1.8298 -5.3718
33 C -0.5871 -1.7772 -4.7576
34 C -0.2703 -1.0157 -3.6491
35 C -1.3128 -0.3171 -2.9790
36 C -2.5589 -0.3510 -3.6031
37 C 1.0703 -0.7835 -3.0320
38 C 2.2627 -0.9510 -3.8555
39 C 3.4843 -0.8496 -3.2666
40 C 3.6252 -0.5814 -1.8477
41 C 4.7967 -0.3496 -1.1897
42 C 4.8671 0.0172 0.1452
43 C 3.6476 0.3768 0.8155
44 C 2.4522 0.2295 0.1697
45 C 2.4080 -0.2981 -1.1627
46 N 1.1889 -0.4604 -1.7716
47 H -3.8252 -1.0504 -5.1092
48 H -1.9448 -2.3275 -6.2856
49 H 0.2048 -2.5015 -5.0827
50 H -3.3644 0.1110 -3.0667
51 H 2.1318 -1.1916 -4.8970
52 H 4.4658 -0.9600 -3.7389
53 H 5.6666 -0.6379 -1.7561
54 H 5.7956 0.2423 0.6825
55 H 3.6855 0.8673 1.7748
56 H 1.5450 0.5519 0.6387
57 Ge -1.9095 1.5997 2.0011
58 C -1.0739 3.2992 2.6809
59 C 0.3036 3.5068 2.6438
60 C 0.9012 4.7037 3.0633
61 C -0.0161 5.7596 3.4893
62 C -1.3624 5.5773 3.3818
63 C -1.9060 4.3755 2.9462
64 C -2.7907 0.6841 3.4701
65 C -3.7014 -0.3244 3.1750
66 C -4.1473 -1.1879 4.2119
67 C -3.7239 -0.9479 5.5201
68 C -2.8144 0.1109 5.8302
69 C -2.3178 0.8750 4.8013
70 H -2.5843 1.5363 0.6387
71 H 0.9469 2.6308 2.3854
72 H 1.9629 4.8163 3.2717
73 H 0.4759 6.5874 4.0340
74 H -2.0618 6.3134 3.6937
75 H -3.0003 4.2608 2.8531
76 H -3.9866 -0.5282 2.1848
77 H -4.8136 -2.0429 3.9541
78 H -4.0699 -1.6266 6.2904
79 H -2.5632 0.3472 6.8599
80 H -1.4819 1.5047 5.0211
81 S -0.2424 2.7185 -0.8534
82 C -0.7132 3.5522 -2.2869
83 N -0.9737 4.9011 -2.2115
84 C -1.4359 5.7343 -3.3202
85 C -0.9861 5.1090 -4.6725
86 C -1.3463 3.6290 -4.7211
87 N -0.8514 2.9507 -3.4709
88 H -0.9236 5.2529 -1.2710
89 H -1.0973 6.8109 -3.1710
90 H -2.5220 5.7610 -3.2565
91 H 0.0289 5.2923 -4.7966
92 H -1.4809 5.6474 -5.4800
93 H -0.9281 2.9966 -5.5405
94 H -2.3868 3.4585 -4.8958
95 H -0.8174 1.9563 -3.4039

As for the LUMO energy (alpha / beta): -2.67 / -3.57 eV. The value obtained for the molar mass is 938.98 Da. The HOMO-LUMO gap (alpha / beta) comes out at 7.6 / 6.7 eV. As for the net charge: +1. The multiplicity is 2.

***

Version 2
Below is a structure of composition C46H38BrCuGeN6OS, with properties calculated with ωB97M-V with the def2-TZVPD basis set.

Cartesian coordinates (Å):
1 Cu 13.2303 -19.9847 -1.5488
2 Br 6.3183 -11.8478 -1.3090
3 C 7.8162 -12.5598 -0.4505
4 C 8.0142 -13.9312 -0.3356
5 C 9.0461 -14.4157 0.4445
6 C 9.8744 -13.5834 1.1638
7 C 9.6578 -12.2152 1.0410
8 C 8.6757 -11.6869 0.2170
9 N 10.7906 -13.9991 2.1700
10 N 11.5674 -14.9346 2.0015
11 C 11.7218 -15.6387 0.7684
12 C 12.1647 -15.0877 -0.3925
13 C 12.4899 -15.9163 -1.5121
14 C 12.4238 -17.2988 -1.4580
15 O 12.8499 -18.1393 -2.3893
16 C 11.9300 -17.8494 -0.2085
17 N 11.9734 -19.2062 -0.1308
18 C 11.6058 -19.8123 0.9510
19 C 11.2691 -19.0966 2.1129
20 C 11.2775 -17.7280 2.1021
21 C 11.6094 -17.0762 0.8721
22 H 7.3113 -14.6011 -0.7828
23 H 9.1521 -15.4801 0.5377
24 H 10.2526 -11.5388 1.6200
25 H 8.4863 -10.6129 0.1646
26 H 12.3279 -14.0323 -0.4779
27 H 12.9416 -15.4785 -2.3743
28 H 11.6375 -20.9020 0.9144
29 H 11.0029 -19.6570 3.0098
30 H 11.0896 -17.1433 2.9825
31 C 17.3664 -19.2232 -1.5212
32 C 17.8201 -19.7953 -2.7073
33 C 16.9177 -20.3217 -3.6041
34 C 15.5463 -20.3058 -3.2940
35 C 15.0695 -19.8520 -2.0602
36 C 16.0105 -19.2958 -1.2059
37 C 14.5300 -20.9116 -4.2085
38 C 14.7751 -22.1696 -4.8184
39 C 13.7632 -22.8464 -5.4372
40 C 12.4470 -22.3113 -5.4382
41 C 11.3390 -23.0733 -5.8594
42 C 10.0696 -22.5631 -5.7459
43 C 9.8975 -21.2646 -5.1863
44 C 10.9686 -20.5404 -4.7472
45 C 12.2654 -21.0605 -4.8695
46 N 13.3479 -20.3156 -4.3793
47 H 18.0121 -18.7449 -0.8045
48 H 18.8840 -19.7934 -2.9043
49 H 17.2881 -20.7377 -4.5386
50 H 15.6969 -18.8576 -0.2747
51 H 15.7535 -22.5949 -4.7197
52 H 13.9575 -23.7907 -5.9047
53 H 11.4798 -24.0872 -6.1994
54 H 9.2127 -23.1462 -6.0669
55 H 8.8946 -20.9198 -5.0472
56 H 10.8470 -19.5945 -4.2304
57 Ge 13.3398 -18.3083 -5.0265
58 C 15.1032 -17.6683 -4.8356
59 C 15.9183 -17.9908 -5.9363
60 C 17.2458 -17.5896 -5.9495
61 C 17.7512 -16.8316 -4.8880
62 C 16.9452 -16.4970 -3.8081
63 C 15.6186 -16.9394 -3.7675
64 C 11.8797 -17.0930 -5.1157
65 C 12.0681 -15.7525 -4.8140
66 C 11.1529 -14.8011 -5.2773
67 C 10.0409 -15.2036 -6.0125
68 C 9.8736 -16.5328 -6.3610
69 C 10.8032 -17.4603 -5.9293
70 H 13.2631 -18.9280 -6.4690
71 H 15.5394 -18.5744 -6.7707
72 H 17.8828 -17.8565 -6.7737
73 H 18.7650 -16.4929 -4.8812
74 H 17.3591 -15.9063 -3.0043
75 H 14.9765 -16.7193 -2.9128
76 H 12.9483 -15.4024 -4.2845
77 H 11.2999 -13.7571 -5.0686
78 H 9.2995 -14.4634 -6.3476
79 H 9.0241 -16.8576 -6.9515
80 H 10.6648 -18.4944 -6.2235
81 S 12.3417 -22.2775 -2.0155
82 C 12.2107 -23.2657 -0.6421
83 N 13.1431 -23.3101 0.3271
84 C 13.0648 -24.1662 1.5110
85 C 11.6224 -24.5704 1.7866
86 C 10.9681 -25.0747 0.5106
87 N 11.1633 -24.0845 -0.5467
88 H 13.9909 -22.7958 0.1586
89 H 13.4575 -23.6291 2.3678
90 H 13.6820 -25.0588 1.3803
91 H 11.0438 -23.7157 2.1666
92 H 11.6175 -25.3472 2.5500
93 H 9.8894 -25.2043 0.6554
94 H 11.3727 -26.0464 0.1822
95 H 10.4566 -23.9591 -1.2393

As for the LUMO energy (alpha / beta): -3.06 / -3.10 eV. The value obtained for the molar mass is 938.98 Da. The HOMO-LUMO gap (alpha / beta) comes out at 6.4 / 6.4 eV. As for the net charge: +1. The multiplicity is 2.

***

version 2 takes first place; second place is 1.491 eV up.

***

Version 1
Below is a cluster of 2 separate species, C3H8OS2 in total, with properties calculated with ωB97M-V with the def2-TZVPD basis set.

Cartesian coordinates (Å):
1 C -1.8878 2.1921 1.1432
2 S -0.5441 1.7146 -0.1050
3 S 0.8972 0.6749 0.7953
4 H -2.6302 2.8093 0.6308
5 H -2.4453 1.5157 1.7884
6 H -1.1871 2.7265 1.8109
7 H 0.9782 -0.3341 -0.0853
8 C 1.7101 -2.5090 -1.1620
9 C 0.3627 -2.5699 -1.2844
10 O -0.6902 -2.1859 -0.4172
11 H 2.3576 -2.6578 -2.0037
12 H 2.1107 -2.1994 -0.1677
13 H 0.0884 -2.8640 -2.3426
14 H -0.5112 -2.4220 0.4819

As for the LUMO energy (alpha / beta): -4.56 / -8.34 eV. The value obtained for the molar mass is 124.23 Da. The HOMO-LUMO gap (alpha / beta) comes out at 8.5 / 4.7 eV. As for the net charge: +1. The multiplicity is 2.

***

Version 2
Below is a cluster of 2 separate species, C3H8OS2 in total, with properties calculated with ωB97M-V with the def2-TZVPD basis set.

Cartesian coordinates (Å):
1 C -1.8157 0.5074 0.2752
2 S -2.0602 -1.2181 -0.3799
3 S -1.2637 -2.6242 -1.5993
4 H -1.9502 0.3575 1.3481
5 H -2.6098 1.0317 -0.2483
6 H -0.7829 0.8542 0.2232
7 H -2.2856 -3.4959 -1.4340
8 C 1.7878 1.3082 0.9335
9 C 1.6860 0.2233 0.1924
10 O 2.1360 0.1109 -1.0953
11 H 1.2540 1.4363 1.8707
12 H 1.9633 2.2881 0.4941
13 H 0.9220 -0.5019 0.4828
14 H 3.0190 -0.2776 -1.0631

As for the LUMO energy (alpha / beta): -6.27 / -7.79 eV. The value obtained for the molar mass is 124.23 Da. The HOMO-LUMO gap (alpha / beta) comes out at 6.8 / 5.3 eV. As for the net charge: +1. The multiplicity is 2.

***

version 1 takes first place; second place is 0.860 eV up.